[1]
A cluster of 13 separate species, C70H163N13O12 in total, computed with ωB97M-V with the def2-TZVPD basis set.

ORCA input file:
```
! wB97M-V def2-TZVPD RIJCOSX def2/J DEFGRID3
* xyz 0 1
C -2.467 -4.910 -1.578
H -3.914 3.814 4.420
H 0.214 0.917 6.845
C 2.206 3.190 0.468
H 0.237 -2.649 -7.643
C -0.932 3.486 2.653
C -0.231 -1.116 6.164
H -2.607 0.743 -0.612
H 5.203 6.903 -0.123
N 2.070 -6.904 -2.295
H 3.536 1.414 -7.522
H 4.485 -0.054 -7.907
H -0.407 -3.951 4.708
H -3.253 -2.267 1.191
H -1.558 -5.689 0.122
C 2.716 -4.862 -3.417
H 0.106 -6.812 -1.406
H 1.368 2.883 -2.872
H 5.593 4.661 -1.150
H 2.035 2.506 -5.229
C -3.504 -4.074 -3.652
H 3.768 -8.046 -0.457
H -0.992 0.875 5.584
O 1.100 -5.174 1.998
H -2.018 1.399 -4.335
H -6.600 -2.851 -1.537
H -6.470 0.488 2.602
H 1.694 -2.217 -8.958
H 3.145 -2.653 8.221
H -1.917 5.480 -3.110
H -1.233 3.887 6.381
N -3.263 -3.832 -2.177
H -0.014 -1.298 -4.050
O -4.458 -0.702 -4.289
H 3.363 3.453 -5.867
H 1.757 -3.007 -1.221
H 1.200 -3.357 -6.212
N 1.013 -1.856 6.535
C 3.941 -2.151 4.707
H -2.152 -5.587 -4.036
H 3.590 -4.505 -4.000
C 1.386 -1.468 7.928
C 2.492 -1.490 -9.007
C 0.971 -1.230 -4.555
C 0.171 5.946 -3.818
H -3.865 0.604 3.506
H -3.913 5.388 6.503
H -3.115 6.930 6.924
H -0.146 2.901 -5.229
H 3.796 -5.062 0.362
H -3.865 -3.157 -4.093
C 3.955 5.005 0.193
O -1.629 -1.319 -1.569
H 5.769 -1.217 0.601
H -0.968 3.586 1.543
C 0.599 -6.600 -2.321
N -5.667 3.450 3.795
H -0.431 -0.732 -8.441
H -3.018 0.877 -2.976
C 0.486 4.948 5.652
H 6.752 -1.281 -0.917
H 3.758 -6.737 -3.560
O 5.878 4.925 1.515
C -7.802 2.710 4.767
C -1.811 -0.652 0.697
C 0.687 -2.912 -1.143
H -5.543 2.241 6.185
H -1.883 -3.899 0.293
H 0.777 5.404 4.675
C 0.881 -1.171 -6.082
H -0.455 -1.535 5.224
N -3.715 0.073 -4.765
H -2.513 -4.739 -5.504
H 0.015 -3.719 7.056
H -3.278 2.113 4.184
C -4.742 2.572 1.891
H -1.132 -0.558 -6.071
C 1.112 0.613 -8.242
C 0.622 -3.948 5.082
C -1.822 0.778 0.157
H -1.864 -0.186 -3.703
H -1.504 0.004 2.712
H 0.145 3.439 2.965
H 1.769 -3.785 6.938
H 1.143 3.016 0.509
C 5.739 -1.320 -0.497
C 4.507 4.441 -1.109
H -2.179 -2.156 -1.682
H 4.969 2.034 -0.100
H -7.655 5.217 5.963
H -8.411 2.755 5.681
H 0.142 -3.725 -0.770
C -7.070 5.010 5.075
C 4.125 6.545 0.166
H 3.966 6.881 1.208
H 2.322 3.311 2.524
C -6.514 3.596 4.951
H 6.191 1.987 1.165
H 1.942 -1.641 1.119
C -0.042 0.370 5.938
C 0.854 -3.386 6.460
C -1.110 -0.723 2.068
H -5.836 -2.820 -3.139
C -5.872 3.238 6.327
H 0.293 -2.801 -2.167
H 3.396 -1.055 7.402
H 3.655 0.847 -9.137
H -8.300 0.660 4.144
H -0.549 3.199 5.000
H 2.505 -6.398 0.479
H 4.758 2.017 3.544
H 1.029 -0.458 7.915
H 0.778 -5.066 5.196
C 2.220 -8.337 -1.998
C 2.897 2.748 1.755
H 4.164 -3.231 4.712
H -7.283 1.960 2.496
C 2.725 -6.388 -3.470
H 3.171 -1.142 9.127
H 2.296 -6.775 -4.447
H 2.482 4.665 -3.962
C 2.892 -1.610 8.197
H -0.174 3.371 -2.188
H 1.806 -4.391 -3.782
C -5.612 -2.811 -2.045
H -1.289 3.798 -4.338
H 0.225 5.802 6.313
H 3.291 -2.317 -6.638
H -1.067 -1.437 6.833
H 2.813 -4.503 -2.404
H 0.741 -2.028 8.611
H -3.782 3.073 1.883
H -6.631 3.294 7.097
H 3.766 -6.232 1.640
H 1.289 1.509 -7.636
H -4.635 -3.800 -0.484
H -5.007 -4.836 -1.763
H 1.370 -8.629 -1.373
H 0.220 0.745 -5.882
O -4.538 4.308 3.929
H 6.396 4.276 1.049
O 4.157 -3.028 -0.488
H -2.987 -5.817 -1.965
H -5.067 3.836 6.690
H 4.408 -8.453 -1.895
H 1.904 5.060 -0.596
H 3.652 -9.719 -0.991
H -1.512 6.707 5.166
C -4.190 1.447 4.092
O 3.250 -1.479 -6.194
H 1.090 0.957 -9.259
H 2.834 -1.865 4.761
H -8.348 3.181 3.956
C 0.359 -1.606 -0.308
H -2.318 5.505 7.307
H -3.258 -5.171 0.390
H 1.723 3.486 -6.651
H 1.263 -3.606 4.249
C -0.158 -0.136 -6.395
H 0.550 6.791 -4.421
H 4.400 3.312 -1.245
C -2.383 5.988 5.140
H -1.578 7.144 -3.329
H -2.579 4.967 2.661
C 3.120 -5.639 0.970
H 0.656 0.398 1.598
H 4.062 5.009 -1.957
H -1.750 6.090 -4.743
C 1.862 4.657 -4.891
H 0.693 -0.190 -2.082
H 0.710 5.898 -2.883
H 2.476 2.623 -0.455
C 0.487 -2.558 -6.576
H -6.835 0.714 5.131
H 1.338 4.349 6.008
H 0.113 -6.813 -4.421
C -4.621 -3.844 -1.580
O 2.749 -3.842 2.422
N 2.260 -4.818 1.854
H 3.500 -1.841 -8.730
H 2.492 -1.150 -10.087
O 3.767 -0.744 2.856
C -2.257 -4.842 -0.038
N -1.126 -1.587 -0.260
C -0.756 4.125 5.455
H -2.034 1.644 0.781
H -1.180 -7.409 -3.282
C 3.577 -8.684 -1.312
H 0.786 0.489 -0.450
H 0.708 0.440 5.170
H 2.745 1.661 1.936
C -2.260 -4.581 -4.460
H 0.483 -5.536 -2.401
H -0.922 0.897 -0.423
H 1.421 -0.311 -4.179
C 2.459 4.673 0.259
H -6.252 5.751 5.134
C -0.212 3.511 -4.348
C -5.306 2.207 3.267
C -1.625 4.741 3.240
H 2.017 5.118 1.176
H 5.879 3.448 3.216
C -2.571 0.590 -3.912
H -1.003 0.867 -7.998
H -0.430 -2.895 -6.042
C -0.101 -7.307 -3.458
C 1.045 -0.379 -1.016
N 4.588 4.487 1.433
C 5.108 1.955 0.953
H 4.776 0.971 1.383
H -4.557 1.748 1.182
H 0.631 -2.750 1.490
H -5.480 3.179 1.384
H -1.408 -3.990 -4.220
N -1.861 4.696 4.699
N 2.203 -0.708 -6.621
H 4.491 -1.611 5.529
H 5.041 -0.549 -0.871
C -0.241 0.116 -7.838
C -2.960 5.924 6.525
H -5.315 -1.803 -1.825
H -3.704 -0.636 1.763
C -3.248 -1.207 0.925
H -4.383 -4.764 -3.751
H 3.408 7.063 -0.519
C 4.879 3.069 3.242
H -4.497 1.140 5.072
H 2.213 5.544 -5.394
N 5.275 -2.675 -0.893
H -1.409 -1.714 2.540
C 0.884 -1.726 1.135
C -6.649 1.395 3.137
H 0.239 -8.330 -3.533
C 4.375 3.055 1.809
C -7.431 1.269 4.371
C 3.584 0.497 -8.135
N 4.348 -1.644 3.395
H -3.136 6.303 4.402
C 2.271 3.442 -5.681
H -7.789 5.300 4.296
H -0.965 5.609 2.988
H -1.425 -4.954 -2.046
H 2.137 -0.543 -0.982
C 0.260 2.838 -3.005
H -1.339 2.491 2.890
H -3.896 -1.070 0.028
C -1.302 6.133 -3.709
C 0.364 -0.601 2.041
H -0.055 1.802 -2.983
O -3.673 0.521 -5.946
H 1.611 -2.058 -4.163
H 4.224 3.706 3.845
O 5.969 -3.354 -1.625
N 0.448 4.790 -4.696
C 2.298 -0.292 -7.968
O 5.386 -2.174 2.957
H 0.829 -0.670 3.032
H 2.295 -8.995 -2.958
*
```

Frontier orbital gap = 8.193 eV

Löwdin population analysis, charges in e, atoms 1 to 4: -0.2638 0.0258 0.0618 -0.1983

=====

[2]
A cluster of 2 separate species, C28H56BBrFN2O9 in total, computed with ωB97M-V with the def2-TZVPD basis set.

ORCA input file:
```
! wB97M-V def2-TZVPD RIJCOSX def2/J DEFGRID3
* xyz 1 1
H 0.404 -1.987 3.096
N -4.029 0.272 3.363
C -0.996 -0.742 2.094
C 0.819 -3.156 0.810
H -6.311 -1.856 0.071
Br 1.876 1.988 2.600
C -3.661 1.673 3.335
H 6.139 0.039 -0.321
C -0.649 -2.298 -2.543
H 1.627 4.937 -6.828
O -1.074 -0.440 -1.033
H 0.471 -0.258 3.514
C 1.736 -4.151 1.518
C 1.513 -0.744 1.699
C 3.713 0.603 -0.129
H -1.748 -0.484 -2.997
H -1.760 -1.006 2.820
H -4.431 -1.209 1.304
O -5.274 -2.442 2.724
H -0.495 5.515 -8.027
H -4.504 -2.959 2.482
N -1.088 0.703 1.824
H 2.413 -2.066 4.223
H -6.882 -0.329 0.711
H -2.421 1.792 -4.210
O -0.753 4.726 -5.678
H 2.004 3.738 -8.070
C -5.337 -1.261 1.915
H 2.428 -0.299 4.487
C 4.747 1.475 0.574
O 3.296 -6.132 4.033
H -1.182 -1.272 1.168
F 3.570 -2.014 1.905
H -1.008 1.228 2.701
C 1.366 0.714 1.112
H 2.576 3.163 0.145
C 2.220 1.017 -0.140
C -6.550 -1.329 0.992
H -3.782 2.411 1.299
H -2.495 3.566 -4.267
C 2.886 -1.123 3.948
H 4.725 2.499 0.207
O -1.499 2.604 -5.819
H 1.800 0.446 -0.975
C 2.886 -0.912 2.447
H -2.328 2.924 2.123
H -5.819 0.795 2.373
C -0.929 3.712 -6.302
H 2.771 2.574 -1.489
H 3.927 -1.206 4.254
O -2.378 1.008 1.293
B -0.745 0.827 -0.665
H -3.870 -0.125 4.274
H -0.805 2.713 -1.168
H 0.412 -2.519 -2.652
C 6.172 0.917 0.321
C -0.875 -0.795 -2.427
H 0.216 -5.207 2.589
H -5.983 -0.378 3.704
H 3.540 -0.072 2.243
H -7.367 -1.846 1.490
H -1.139 -2.665 -3.442
H 3.850 -0.431 0.173
H 4.603 1.519 1.651
H 0.469 -5.837 0.958
H 0.788 -1.330 -0.235
O -1.005 1.846 -1.531
C 0.977 -5.431 1.829
C 1.415 -1.773 0.534
C -3.013 2.081 1.995
C -5.365 -0.067 2.858
H -0.976 2.747 -3.823
C -1.866 2.696 -4.442
H 1.321 -6.277 4.333
H 1.164 2.806 -0.885
H 2.039 -3.726 2.477
H -0.104 2.239 0.887
H 0.571 -3.574 -0.169
H 3.996 0.613 -1.186
H 2.382 -1.896 0.056
C 0.385 -0.978 2.698
C 2.172 -6.258 3.638
H -2.991 1.877 4.171
H -4.540 2.315 3.452
C 0.037 4.590 -8.244
H 6.664 0.650 1.252
H 6.790 1.661 -0.176
C 1.502 4.687 -7.881
C 2.157 2.485 -0.592
H 2.637 -4.366 0.950
H -1.044 -2.809 -1.671
H -0.129 -3.131 1.349
O 1.849 -6.440 2.344
H -0.011 -0.260 -2.822
C -0.094 1.153 0.799
H 1.983 5.461 -8.478
H -0.083 4.370 -9.302
O -0.612 3.495 -7.570
*
```

Frontier orbital gap = 9.487 eV

Löwdin population analysis, charges in e, atoms 1 to 4: 0.1297 -0.0606 -0.0565 -0.1707

=====

[3]
A cluster of 2 separate species, C5H9NO in total, computed with ωB97M-V with the def2-TZVPD basis set.

ORCA input file:
```
! wB97M-V def2-TZVPD RIJCOSX def2/J DEFGRID3
* xyz 0 1
H -0.517 -1.973 0.542
N 2.776 0.191 0.027
O 1.518 -1.444 1.102
H -1.874 0.218 -1.107
H -2.128 -1.309 0.840
C 1.968 -0.496 0.593
H -0.671 0.675 1.344
H -1.809 -2.241 -0.631
H 2.704 1.115 -0.345
C 0.178 1.919 -0.101
H 0.465 2.072 -1.131
C -0.996 -0.248 -0.652
H 0.418 2.717 0.584
H -0.274 -0.459 -1.445
C -1.394 -1.520 0.068
C -0.363 0.784 0.312
*
```

Frontier orbital gap = 10.794 eV
Energy above the lowest of the compared OMol25 structures with the same formula, charge and spin = 170.5 kJ/mol
SMILES string = C=CCC.N=C=O

Löwdin population analysis, charges in e, atoms 1 to 4: 0.0502 0.2027 0.1442 0.1084

=====

[4]
A cluster of 6 separate species, C9H30N2O5 in total, computed with ωB97M-V with the def2-TZVPD basis set.

ORCA input file:
```
! wB97M-V def2-TZVPD RIJCOSX def2/J DEFGRID3
* xyz -1 2
C -6.043 -0.126 -18.945
H -10.274 -0.325 -18.184
H -7.014 -2.872 -21.874
H -8.383 -2.706 -24.200
C -8.918 -1.363 -19.983
C -8.839 -1.849 -18.544
H -4.691 -0.662 -16.358
H -6.667 -0.234 -23.634
C -9.765 -3.057 -18.325
H -6.964 -4.844 -20.085
H -9.730 -3.799 -19.122
H -5.931 -1.764 -22.084
H -9.915 -1.209 -16.686
H -8.760 -2.268 -20.570
H -8.191 -0.619 -20.307
H -6.532 -2.067 -20.510
H -5.726 0.675 -22.874
H -10.820 -2.890 -18.106
H -6.784 0.582 -19.313
H -5.492 -3.077 -21.139
H -5.614 -0.586 -19.836
H -8.983 1.048 -16.324
C -5.211 -1.439 -16.919
H -4.081 -4.922 -20.569
N -6.233 -2.442 -21.399
O -7.016 -5.635 -20.621
O -6.760 -3.301 -18.658
H -4.510 -1.803 -17.670
C -6.472 -0.975 -17.718
H -4.006 -4.702 -22.065
H -9.364 -3.552 -17.440
H -8.594 1.183 -17.972
H -9.284 -2.642 -22.985
O -5.840 -0.233 -23.153
C -7.185 -0.018 -16.729
H -7.352 -0.627 -15.841
N -7.396 -2.070 -18.232
O -4.378 -4.334 -21.264
O -8.371 -2.761 -23.244
H -9.908 -0.970 -20.217
H -5.174 0.430 -18.593
C -8.597 0.460 -17.156
H -6.595 0.882 -16.553
H -7.951 -5.755 -20.783
H -5.661 -2.150 -16.225
C -9.481 -0.773 -17.586
*
```

Frontier orbital gap (alpha / beta) = 2.831 / 5.176 eV

Löwdin population analysis, charges in e, atoms 1 to 4: -0.0713 0.0944 0.0496 -0.0306

=====

[5]
An isolated molecule of C2H7N3S, computed with ωB97M-V with the def2-TZVPD basis set.

ORCA input file:
```
! wB97M-V def2-TZVPD RIJCOSX def2/J DEFGRID3
* xyz 0 1
N 1.251 -0.118 0.170
N -0.830 -0.813 -0.011
H 0.512 2.399 -0.535
H 1.912 -1.837 1.023
C -0.405 1.692 0.034
H 1.906 0.406 -0.634
H 0.915 -1.925 -0.396
N 1.833 -1.495 0.003
S -2.610 -0.667 0.122
H -0.349 2.200 1.263
H -1.356 1.908 -0.584
C 0.006 0.271 0.073
H -2.785 -2.023 -0.527
*
```

Frontier orbital gap = 8.697 eV
Energy above the lowest of the compared OMol25 structures with the same formula, charge and spin = 403.9 kJ/mol
SMILES string = C/C(=N\S)NN

Löwdin population analysis, charges in e, atoms 1 to 4: -0.1183 -0.3866 0.1315 0.0996

=====

[6]
A cluster of 2 separate species, C4H9O2 in total, computed with ωB97M-V with the def2-TZVPD basis set.

ORCA input file:
```
! wB97M-V def2-TZVPD RIJCOSX def2/J DEFGRID3
* xyz -1 1
C 0.905 0.181 -1.125
H 0.097 -0.549 -1.153
O -0.977 -1.662 2.216
H 1.309 0.166 -0.114
C -2.236 0.301 1.728
C -0.889 -0.423 2.057
C 1.970 -0.167 -2.159
H 0.524 1.182 -1.334
H 2.876 0.428 -2.008
H 2.215 -1.233 -2.104
H -2.897 -0.392 1.216
H -2.031 1.197 1.138
O 0.120 0.309 2.141
H 1.650 0.020 -3.187
H -2.637 0.642 2.688
*
```

Frontier orbital gap = 7.680 eV
Energy above the lowest of the compared OMol25 structures with the same formula, charge and spin = 12.2 kJ/mol

Löwdin population analysis, charges in e, atoms 1 to 4: -0.1693 0.0667 -0.1186 0.0543

=====

[7]
A structure of composition C14H21N7O6Re, computed with ωB97M-V with the def2-TZVPD basis set.

ORCA input file:
```
! wB97M-V def2-TZVPD RIJCOSX def2/J DEFGRID3
* xyz 2 4
H 0.001 -1.177 3.555
Re -0.305 0.004 1.190
H -0.911 -4.445 1.492
O 1.093 0.672 2.354
C 2.474 3.492 -3.572
H -1.210 -1.242 -0.902
H 1.205 3.101 3.906
N -0.360 -1.494 2.650
N -0.879 -3.439 1.452
C 2.598 3.274 -2.213
O -0.488 1.046 -0.437
C 0.634 2.002 -3.736
H -0.945 3.811 2.599
H 1.460 3.096 -5.405
H -1.004 -2.479 -2.410
N -0.360 -3.562 3.679
N 3.426 4.427 -4.224
N -1.526 -3.681 -0.741
H -0.879 -5.635 -0.200
N -1.274 1.821 1.935
H -1.800 -3.999 -2.782
O -0.727 -0.106 -2.325
H 3.383 3.774 -1.665
C -1.147 -2.866 0.225
H -0.039 -3.164 4.548
O 3.242 4.666 -5.394
H 0.364 3.098 1.655
H -0.125 1.489 -4.312
N -1.028 -1.551 0.061
C -0.356 2.909 2.446
C -1.789 -3.161 -2.094
H -2.153 -5.557 -1.399
C 1.702 2.417 -1.602
H -1.760 2.186 1.114
O 4.264 4.934 -3.515
H -0.534 -4.554 3.669
C -0.206 0.817 -1.748
H 1.775 2.238 -0.538
H -1.995 1.626 2.631
H -0.312 2.569 4.607
O 0.791 0.255 4.532
H -2.755 -2.657 -2.134
C -1.791 -5.104 -0.483
C 0.329 2.472 3.732
C 0.727 1.779 -2.366
C 1.509 2.882 -4.348
C 0.778 1.040 3.627
H -2.564 -5.229 0.277
C -0.532 -2.789 2.610
*
```

Frontier orbital gap (alpha / beta) = 7.220 / 6.722 eV
Energy above the lowest of the compared OMol25 structures with the same formula, charge and spin = 0.0 kJ/mol

Löwdin population analysis, charges in e, atoms 1 to 4: 0.0654 1.7852 0.1384 -0.2402